Density functional theory data (ωB97M-V/def2-TZVPD) for C22H38AsGeN5PS4Ti as an isolated structure in a non-equilibrium geometry.

Positions of all 73 atoms, in Å:
Ti  -0.66  0.02  0.27
C  1.41  2.08  -0.90
C  0.11  1.56  -1.20
C  -0.02  0.50  -2.31
C  1.28  -0.29  -2.42
C  2.46  0.21  -2.02
C  2.57  1.46  -1.28
H  1.47  2.99  -0.32
H  -0.70  2.28  -1.17
H  -0.19  0.95  -3.30
H  1.25  -1.22  -2.98
H  3.37  -0.35  -2.22
H  3.54  1.87  -1.02
S  -2.36  3.77  2.76
As  -1.95  1.69  2.60
S  -2.90  0.82  0.82
S  0.19  1.33  2.19
S  -2.49  0.58  4.36
C  4.77  -1.92  2.02
N  4.10  -0.89  2.80
C  3.34  -1.54  3.87
N  2.41  -2.56  3.39
C  3.14  -3.53  2.58
N  3.88  -2.94  1.47
C  2.97  -2.34  0.46
P  1.87  -0.96  1.10
C  3.25  -0.04  1.95
C  1.32  -1.95  2.60
H  5.49  -2.43  2.67
H  5.32  -1.45  1.20
H  2.77  -0.78  4.41
H  4.04  -2.01  4.56
H  2.43  -4.26  2.19
H  3.86  -4.05  3.23
H  2.34  -3.12  0.03
H  3.58  -1.94  -0.35
H  2.82  0.76  2.54
H  3.86  0.41  1.18
H  0.69  -2.75  2.23
H  0.72  -1.30  3.23
N  -1.25  -1.82  0.90
C  -1.92  -2.24  1.74
N  -2.51  -2.85  2.73
C  -1.69  -3.64  3.66
C  -2.59  -4.29  4.68
C  -3.36  -3.21  5.45
C  -4.16  -2.28  4.50
C  -3.93  -2.58  3.02
H  -0.97  -2.99  4.17
H  -1.12  -4.38  3.09
H  -1.97  -4.88  5.36
H  -3.28  -4.98  4.19
H  -2.63  -2.61  6.00
H  -4.02  -3.67  6.19
H  -3.88  -1.24  4.67
H  -5.24  -2.37  4.68
H  -4.23  -1.73  2.43
H  -4.51  -3.45  2.71
C  -2.63  -3.26  -1.70
Ge  -1.74  -1.89  -2.79
C  -0.44  -2.92  -3.86
C  -3.10  -1.42  -4.14
C  -1.21  -0.35  -1.79
H  -3.17  -3.97  -2.35
H  -3.35  -2.79  -1.02
H  -1.91  -3.82  -1.10
H  -1.01  -3.68  -4.42
H  0.29  -3.44  -3.23
H  0.10  -2.29  -4.57
H  -3.40  -2.30  -4.72
H  -2.72  -0.65  -4.82
H  -3.99  -1.01  -3.64
H  -2.10  0.27  -1.86

Highest occupied orbital energy (alpha / beta) (eV): -0.910 / -0.967
E (Ha): -8231.1952
Net charge: -2
Spin multiplicity: 2
ΔE to the lowest compared entry with this formula, charge and spin (eV): 1.240
Kohn-Sham gap (alpha / beta) (eV): 5.0525 / 5.1079